# C33H34AuClN3O4

C33H34AuClN3O4 as an isolated structure (ωB97M-V with the def2-TZVPD basis set, the Open Molecules 2025 dataset).

Computed properties:
total charge	-1
M	769.072	g/mol
Kohn-Sham gap	6.52	eV
HOMO level	-4.61	eV

Each line ends with the Löwdin charge.
Cartesian coordinates (Å):
1 Au -0.472 -1.005 0.464  1.171
2 Cl 3.089 1.219 1.294  0.743
3 O 1.297 -4.294 -1.990  0.054
4 O 1.161 -6.420 -1.704  0.062
5 O -2.500 -1.349 -0.590  -0.158
6 O -4.422 -2.433 -0.994  0.031
7 N 0.712 -5.295 -1.616  -0.347
8 N -0.319 0.960 0.017  -0.089
9 N -0.672 -3.485 2.402  0.028
10 C -1.200 -6.189 -0.345  -0.014
11 C -1.674 2.255 -1.629  -0.074
12 C -0.514 3.597 -3.400  -0.121
13 C 2.355 -1.401 1.529  -0.303
14 C -0.598 -2.661 1.594  -0.389
15 C 0.765 2.769 -3.215  -0.288
16 C -2.454 -6.005 0.218  -0.059
17 C 3.005 -0.312 2.114  -0.591
18 C -1.742 2.732 -3.085  -0.286
19 C -2.507 -3.724 -0.573  -0.151
20 C 0.864 2.291 -1.760  -0.087
21 C -0.196 1.795 1.116  -0.296
22 C -0.377 1.459 -1.371  -0.441
23 C -0.171 3.202 1.055  -0.026
24 C -3.227 -2.397 -0.720  -0.633
25 C -0.631 -5.124 -1.015  -0.149
26 C -0.089 1.252 2.418  -0.058
27 C 0.111 3.415 3.441  -0.047
28 C -3.108 -4.787 0.089  -0.010
29 C 0.723 1.561 -4.152  -0.127
30 C 3.663 -0.428 3.331  -0.123
31 C -0.408 0.260 -2.334  -0.118
32 C -0.021 5.496 2.036  -0.060
33 C 0.229 1.347 4.889  -0.049
34 C 2.459 -2.632 2.175  -0.061
35 C -1.769 1.516 -4.014  -0.120
36 C 3.702 -1.653 3.974  -0.093
37 C -0.026 3.994 2.191  -0.283
38 C -0.491 0.701 -3.798  -0.283
39 C -1.253 -3.900 -1.134  0.007
40 C 3.115 -2.765 3.384  -0.076
41 C 0.076 2.025 3.549  -0.287
42 C 1.572 -1.276 0.271  -0.164
43 H -1.745 3.113 -0.960  0.104
44 H -2.646 0.901 -3.793  0.124
45 H -2.919 -6.816 0.762  0.102
46 H -0.930 5.841 1.538  0.075
47 H 1.131 0.730 4.911  0.068
48 H -4.095 -4.637 0.507  0.122
49 H 3.160 -3.730 3.870  0.103
50 H 0.993 3.151 -1.106  0.098
51 H 4.150 0.441 3.753  0.099
52 H 1.637 3.386 -3.450  0.134
53 H -0.115 0.175 2.550  0.077
54 H -0.570 3.964 -4.430  0.114
55 H 0.828 5.828 1.433  0.075
56 H 1.509 -2.191 -0.315  0.056
57 H 1.824 -0.395 -0.305  0.016
58 H -2.651 3.324 -3.226  0.134
59 H -0.511 -0.187 -4.436  0.138
60 H 0.658 1.894 -5.194  0.115
61 H 1.984 -3.490 1.717  0.101
62 H 0.295 2.079 5.695  0.067
63 H 0.505 -0.335 -2.192  0.110
64 H 1.644 0.976 -4.050  0.118
65 H -2.517 1.596 -1.400  0.131
66 H 0.042 5.990 3.006  0.066
67 H 0.239 4.033 4.324  0.101
68 H -1.265 -0.370 -2.094  0.088
69 H 1.754 1.663 -1.631  0.112
70 H -1.838 1.836 -5.060  0.115
71 H -0.277 3.717 0.115  0.081
72 H -0.768 -3.090 -1.661  0.114
73 H 4.210 -1.742 4.927  0.099
74 H -0.494 4.472 -2.741  0.117
75 H -0.616 0.685 5.092  0.081
76 H -0.665 -7.124 -0.267  0.112


# C25H34F15NO13

A 6-piece molecular cluster, C25H34F15NO13 overall at a distorted geometry (ωB97M-V with the def2-TZVPD basis set, the Open Molecules 2025 dataset).

Computed properties:
total charge	0
M	841.511	g/mol
SMILES	O=C1CC[C@H](COO)N1.CCOC(=O)C(F)(F)F.CCOC(=O)C(F)(F)F.CCOC(=O)C(F)(F)F.CCOC(=O)C(F)(F)F.CCOC(=O)C(F)(F)F
Kohn-Sham gap	9.81	eV
HOMO level	-9.62	eV
energy above the lowest of the compared OMol25 structures with the same formula, charge and spin	124.50	kJ/mol

Each line ends with the Löwdin charge.
Cartesian coordinates (Å):
1 F 2.334 6.465 1.555  0.165
2 F 1.099 4.714 1.296  0.152
3 F 3.399 -7.132 -0.297  0.154
4 F 4.596 -0.982 3.932  0.159
5 F 0.925 6.366 -0.080  0.154
6 F 2.272 -5.391 -0.917  0.131
7 F -6.156 7.047 -2.529  0.157
8 F -2.714 -3.463 2.149  0.135
9 F -6.896 6.211 -0.681  0.160
10 F -2.944 -5.325 3.221  0.163
11 F -6.385 4.908 -2.321  0.153
12 F 5.602 -0.698 2.042  0.160
13 F 4.435 -5.373 -0.991  0.165
14 F 4.473 -2.503 2.407  0.152
15 F -2.405 -5.349 1.135  0.156
16 O 3.583 -7.806 -2.970  0.170
17 O -0.274 -4.871 3.775  0.171
18 O -1.926 0.894 -1.522  -0.065
19 O -1.617 0.706 -0.198  -0.184
20 O 2.463 -0.996 1.251  0.154
21 O 3.379 5.935 -1.113  0.027
22 O 3.287 3.886 -0.176  0.163
23 O 0.030 -4.293 1.617  0.030
24 O 3.119 0.761 2.496  0.036
25 O -4.205 6.260 -0.052  0.168
26 O 2.987 -5.697 -3.501  0.024
27 O -5.178 1.385 4.305  0.089
28 O -3.752 5.453 -2.107  0.026
29 N -3.380 0.497 2.838  0.023
30 C 1.812 5.638 0.628  -0.513
31 C 2.959 -6.059 -4.891  -0.203
32 C -2.362 5.355 -1.759  -0.197
33 C 2.002 1.513 1.995  -0.202
34 C -2.634 -0.121 0.425  -0.109
35 C 4.438 5.488 -1.975  -0.201
36 C 0.732 1.139 2.732  -0.051
37 C 2.116 -5.525 1.840  -0.056
38 C -0.714 -4.652 2.678  -0.375
39 C -3.532 0.837 1.367  -0.265
40 C -4.568 5.929 -1.149  -0.373
41 C 2.895 5.021 -0.253  -0.367
42 C -2.099 4.108 -0.938  -0.055
43 C -4.787 0.712 3.346  -0.361
44 C 1.444 -4.167 1.850  -0.196
45 C -5.104 0.710 0.947  -0.116
46 C 3.884 4.703 -3.147  -0.062
47 C 1.669 -6.777 -5.235  -0.063
48 C 3.229 -0.494 2.032  -0.369
49 C -5.624 -0.131 2.247  -0.088
50 C 3.355 -6.149 -1.212  -0.504
51 C 4.471 -1.172 2.604  -0.513
52 C -2.192 -4.703 2.299  -0.513
53 C -6.001 6.022 -1.665  -0.517
54 C 3.321 -6.679 -2.643  -0.368
55 H 4.682 4.431 -3.841  0.084
56 H 0.864 1.260 3.811  0.087
57 H -2.029 6.258 -1.240  0.124
58 H -1.807 5.299 -2.697  0.127
59 H -5.381 0.097 0.035  0.111
60 H -3.270 1.958 1.369  0.149
61 H 1.588 -7.725 -4.698  0.078
62 H 1.616 -6.982 -6.306  0.083
63 H -6.718 0.030 2.508  0.116
64 H 3.198 -5.420 1.939  0.091
65 H 5.176 4.909 -1.413  0.127
66 H -3.277 -0.531 2.915  0.097
67 H 1.842 -3.556 1.039  0.111
68 H 4.943 6.384 -2.341  0.127
69 H -5.258 -1.213 2.117  0.123
70 H 3.836 -6.657 -5.152  0.127
71 H -1.031 3.994 -0.740  0.078
72 H -2.459 3.220 -1.462  0.067
73 H 0.467 0.094 2.559  0.071
74 H -0.102 1.764 2.406  0.079
75 H 0.805 -6.174 -4.946  0.084
76 H 3.023 -5.129 -5.458  0.126
77 H -2.126 -0.867 1.119  0.123
78 H -1.950 -0.006 -1.931  0.118
79 H 3.133 5.290 -3.682  0.084
80 H 1.896 -6.052 0.919  0.051
81 H 1.897 1.378 0.916  0.127
82 H -5.513 1.766 1.067  0.118
83 H 3.392 3.787 -2.813  0.077
84 H 2.228 2.566 2.166  0.109
85 H -2.625 4.147 0.020  0.076
86 H 1.635 -3.628 2.782  0.125
87 H 1.754 -6.153 2.658  0.086
88 H -3.291 -0.692 -0.313  0.134


# C17H26O4

One molecule with the formula C17H26O4 at a distorted geometry (ωB97M-V with the def2-TZVPD basis set, the Open Molecules 2025 dataset).

Computed properties:
total charge	0
M	294.391	g/mol
SMILES	CC(=O)OC(C)(C)[C@@H]1CC[C@@]2(C)CO[C@]3(C)C=CO[C@]23C1
Kohn-Sham gap	9.38	eV
HOMO level	-8.63	eV
energy above the lowest of the compared OMol25 structures with the same formula, charge and spin	72.85	kJ/mol

Each line ends with the Löwdin charge.
Cartesian coordinates (Å):
1 O -3.273 1.052 -1.572  -0.020
2 O 2.503 -0.281 1.480  0.070
3 O -2.488 2.617 1.318  -0.048
4 O 1.471 -2.213 0.679  0.018
5 C -3.552 1.692 1.550  -0.121
6 C -2.902 3.241 -0.972  0.022
7 C 1.785 -0.806 -1.370  -0.018
8 C 0.229 -2.670 -1.246  -0.027
9 C -1.186 -1.288 1.186  -0.116
10 C -4.243 -0.608 0.491  0.004
11 C -3.610 2.363 -1.734  -0.085
12 C -2.147 -0.285 1.827  -0.125
13 C -1.282 0.041 -0.979  -0.029
14 C 3.343 -2.332 2.265  0.012
15 C 0.791 -1.520 -0.421  -0.476
16 C -2.040 2.431 -0.016  -0.425
17 C -3.101 0.424 0.827  -0.352
18 C -0.318 -0.563 0.075  -0.206
19 C 2.359 -1.510 1.438  -0.467
20 C -2.395 0.967 -0.433  -0.289
21 C -0.576 2.850 -0.169  0.011
22 H -4.351 2.768 -2.398  0.118
23 H -1.576 0.440 2.431  0.132
24 H 1.323 -0.591 -2.332  0.081
25 H 4.380 -2.116 2.024  0.082
26 H -0.144 2.618 -1.142  0.088
27 H -2.705 -0.856 2.579  0.121
28 H 2.070 0.177 -0.991  0.081
29 H -4.806 -0.835 1.401  0.086
30 H -2.988 4.316 -0.989  0.113
31 H 0.207 0.254 0.575  0.120
32 H 1.004 -3.390 -1.476  0.087
33 H -0.524 3.952 -0.036  0.099
34 H -4.984 -0.156 -0.155  0.073
35 H -0.511 -3.228 -0.646  0.087
36 H -0.307 -2.388 -2.178  0.100
37 H -3.835 -1.518 0.018  0.090
38 H 3.243 -3.428 2.149  0.085
39 H -1.750 -2.126 0.757  0.108
40 H -0.567 -1.697 1.965  0.108
41 H -4.463 2.039 1.068  0.125
42 H -0.675 0.583 -1.735  0.127
43 H -1.782 -0.816 -1.488  0.134
44 H 2.693 -1.428 -1.548  0.108
45 H -3.771 1.571 2.617  0.141
46 H 0.060 2.387 0.581  0.080
47 H 3.221 -2.044 3.323  0.091


# C11H20FNO

One molecule with the formula C11H20FNO at a distorted geometry (ωB97M-V with the def2-TZVPD basis set, the Open Molecules 2025 dataset).

Computed properties:
total charge	0
M	201.285	g/mol
SMILES	C=N/C(O[C@@H](C)CC)=C(\F)[C@@H](C)CC
Kohn-Sham gap	9.22	eV
HOMO level	-8.35	eV
energy above the lowest of the compared OMol25 structures with the same formula, charge and spin	0.00	kJ/mol

Each line ends with the Löwdin charge.
Cartesian coordinates (Å):
1 F 0.970 -2.616 -0.689  0.096
2 O -0.584 0.030 1.194  -0.041
3 N 0.250 -2.147 1.637  0.057
4 C -1.691 -1.798 -2.175  -0.096
5 C -1.747 2.719 0.679  -0.084
6 C -0.218 2.430 1.010  -0.207
7 C -0.231 -2.119 2.813  -0.036
8 C 1.562 0.953 2.153  -0.033
9 C 1.902 -0.252 -2.389  -0.043
10 C -0.475 -1.142 -2.692  -0.231
11 C 0.065 1.226 1.919  -0.271
12 C 0.508 -0.542 -1.634  -0.257
13 C 0.084 -1.039 0.792  -0.382
14 C 0.545 -1.381 -0.411  -0.230
15 H 1.657 0.141 2.922  0.093
16 H -2.318 -1.088 -1.657  0.083
17 H -2.291 3.121 1.549  0.070
18 H -2.289 -2.137 -3.022  0.084
19 H 2.015 0.499 1.306  0.064
20 H 2.095 1.788 2.535  0.071
21 H 0.167 3.338 1.598  0.129
22 H 2.612 0.091 -1.643  0.065
23 H 2.319 -1.075 -3.019  0.089
24 H 0.241 2.510 0.027  0.094
25 H 1.840 0.538 -3.081  0.044
26 H 0.071 -1.843 -3.269  0.086
27 H -1.512 -2.626 -1.624  0.043
28 H 0.065 -3.041 3.399  0.080
29 H -0.535 -0.279 -3.490  0.151
30 H -0.479 1.375 2.903  0.158
31 H -2.160 1.783 0.421  0.038
32 H -1.752 3.486 -0.131  0.080
33 H -0.938 -1.383 3.309  0.097
34 H 0.253 0.482 -1.241  0.137


# C6H11ClO2

One molecule with the formula C6H11ClO2 at a distorted geometry (ωB97M-V with the def2-TZVPD basis set, the Open Molecules 2025 dataset).

Computed properties:
total charge	0
M	150.605	g/mol
Kohn-Sham gap (alpha / beta)	7.84 / 8.46	eV
HOMO level (alpha / beta)	-7.25 / -7.76	eV
energy above the lowest of the compared OMol25 structures with the same formula, charge and spin	91.54	kJ/mol

Each line ends with the Löwdin charge.
Cartesian coordinates (Å):
1 Cl -2.527 0.826 3.029  0.613
2 O -0.936 0.429 0.819  -0.085
3 O 1.979 1.317 -0.117  -0.043
4 C -2.164 0.679 1.286  -0.681
5 C 0.326 0.098 1.258  -0.060
6 C -3.300 0.874 0.314  -0.080
7 C 1.397 0.095 0.187  -0.483
8 C 0.963 -0.795 -0.979  -0.199
9 C 2.202 -1.504 -1.507  -0.103
10 H 2.065 -2.613 -1.396  0.092
11 H -2.800 1.135 -0.618  0.083
12 H 3.114 -1.170 -1.048  0.061
13 H 0.339 -0.106 -1.595  0.125
14 H -3.867 1.694 0.641  0.052
15 H -3.850 -0.046 0.183  0.077
16 H 2.194 -0.452 0.803  0.157
17 H 0.679 0.341 2.302  0.127
18 H 1.350 1.961 -0.646  0.162
19 H 2.516 -1.209 -2.491  0.059
20 H 0.321 -1.554 -0.426  0.127


# C3H2N2O

C3H2N2O as an isolated structure at a distorted geometry (ωB97M-V with the def2-TZVPD basis set, the Open Molecules 2025 dataset).

Computed properties:
total charge	0
M	82.062	g/mol
Kohn-Sham gap	8.19	eV
HOMO level	-9.73	eV
energy above the lowest of the compared OMol25 structures with the same formula, charge and spin	472.34	kJ/mol

Each line ends with the Löwdin charge.
Cartesian coordinates (Å):
1 O -2.004 0.927 0.485  0.073
2 N 1.776 -1.159 0.307  -0.026
3 N 1.205 -1.571 -0.690  0.177
4 C 0.897 -0.097 0.663  -0.086
5 C -1.262 0.603 -0.391  -0.333
6 C -0.117 -0.200 -0.237  -0.004
7 H -1.644 0.860 -1.441  0.135
8 H 1.149 0.637 1.305  0.065